# 1
Entry from OMol25: a molecular structure, C33H22ILaN9O6S (ωB97M-V/def2-TZVPD).

XYZ file:
```
73
Properties=species:S:1:pos:R:3:forces:R:3
H 2.862626 -1.722423 -4.317342 0.034 -0.046 -0.053
O 0.596873 -5.815292 2.591558 -0.024 0.499 -0.134
C -0.324974 -3.620947 3.057725 -0.046 0.163 0.409
C -0.723440 3.429576 -3.100305 -0.064 -0.090 0.135
H 0.549634 -5.409804 1.682370 0.194 -0.082 0.275
C 4.051615 0.448437 -2.020912 -0.460 -0.140 -0.066
H -3.824370 2.184614 -3.551193 -0.040 0.006 -0.055
O 0.772320 -4.345008 0.359953 0.217 -0.184 -0.133
C 0.174966 -4.957694 3.514057 -0.579 -0.546 -0.501
C 0.299092 1.847023 2.917853 0.133 -0.168 -0.188
C -1.953901 3.205480 -3.698587 0.012 0.019 -0.023
H 4.750494 -0.981036 2.574378 0.063 -0.029 0.011
C -1.972256 3.371137 2.931505 0.018 -0.105 -0.136
H -3.403568 -1.267424 1.330988 -0.020 -0.013 0.012
C 2.206271 2.008870 5.007643 -0.114 -0.213 -0.387
C -2.015588 -2.366739 -1.677277 -0.703 -0.670 0.414
N -0.827887 -1.685635 2.010896 0.091 -0.226 0.264
C 0.050551 2.677891 4.023306 0.207 -0.034 0.098
H 0.005553 4.099561 -3.527811 0.034 0.041 -0.038
H -2.871610 3.966051 2.880593 -0.028 0.023 0.004
N -1.291393 -1.452856 -1.858416 -0.076 -0.109 -0.908
C -1.121073 3.467712 3.996577 0.158 -0.060 0.089
C 0.591240 -3.175021 0.632917 -0.025 0.371 0.150
N 1.749623 0.282403 1.760481 -0.182 0.151 0.036
I 5.767212 1.287557 -1.260759 0.335 0.159 0.141
H -2.209502 3.689860 -4.630258 0.007 0.028 -0.034
C -3.842154 -0.657800 0.550986 -0.121 -0.021 -0.015
C -3.492398 0.861682 -1.141067 0.173 0.169 -0.150
H 2.922860 2.078302 5.815190 -0.024 0.001 -0.021
H -5.819040 -1.418152 0.842836 -0.086 -0.034 0.023
C 3.658121 0.414970 3.783736 -0.051 -0.011 -0.086
C -2.865912 2.361308 -3.092286 0.033 -0.111 0.160
H 2.980017 -1.057496 0.834507 0.010 -0.009 0.009
H -1.336584 4.138444 4.811233 -0.015 0.019 0.041
H 0.493623 2.893004 -1.413732 0.067 -0.036 -0.031
H 0.749365 -1.059149 -3.185369 0.102 0.005 0.030
C 4.078537 -0.467235 -3.065797 0.085 0.043 0.025
C -1.666589 2.479183 1.896408 -0.037 0.095 0.127
C -0.450583 2.752833 -1.925970 -0.132 0.070 -0.142
H 5.016835 -0.753678 -3.518967 0.037 -0.009 -0.021
H 4.386750 0.476323 4.578894 0.064 0.003 0.060
O 0.065090 -5.255546 4.671695 0.264 0.078 0.257
C 1.537493 1.072101 2.840361 -0.241 0.061 -0.095
H -1.916464 -0.913948 3.565760 0.117 -0.190 -0.033
N -1.314133 1.913299 -1.350826 -0.048 0.024 0.079
C 2.825927 0.775168 -1.462342 0.055 0.026 -0.132
N -3.007872 0.136347 -0.112048 0.132 0.212 -0.215
C -5.700607 0.018307 -0.759786 0.008 0.072 -0.088
H -2.329983 2.363885 1.049747 -0.032 0.021 -0.006
C 1.054600 2.697133 5.068409 -0.168 0.068 0.169
La -0.287048 -0.229970 -0.090460 -0.128 1.362 0.485
C -2.523710 1.732748 -1.897325 -0.205 -0.060 0.106
N 1.673406 0.242254 -1.881222 0.095 -0.064 0.072
O 1.819797 3.900222 6.865542 0.531 0.160 0.399
C 2.471435 1.165553 3.873562 0.067 0.169 0.323
N -0.574441 1.742610 1.881087 0.239 -0.124 0.090
C -0.192776 -2.854437 1.889942 0.042 -0.057 0.015
C 2.886993 -1.007033 -3.510473 -0.183 0.042 0.056
O -0.300398 3.628176 6.688469 -0.385 -0.069 0.164
O 1.005866 -2.136314 -0.012383 0.168 -1.023 0.254
H -6.748921 -0.014977 -1.019627 -0.039 -0.015 0.008
N 0.841010 3.473115 6.318520 -0.174 -0.006 -0.726
H -5.214897 1.434263 -2.288442 -0.038 0.039 -0.063
C 1.704391 -0.636380 -2.890202 -0.018 0.000 -0.044
C -5.200744 -0.745800 0.270747 0.246 -0.001 0.042
C 3.861712 -0.381544 2.691061 -0.183 0.041 -0.071
C 2.866655 -0.417922 1.702462 0.139 -0.057 0.007
C -4.833937 0.831195 -1.482161 0.038 -0.125 0.185
C -1.079637 -2.831257 3.907884 0.091 0.052 -0.302
N -1.363979 -1.699635 3.250340 -0.022 0.160 -0.260
H -1.415341 -3.012776 4.910219 -0.022 -0.093 0.154
S -3.038797 -3.562468 -1.291786 0.387 0.412 -0.221
H 2.768256 1.490301 -0.647865 0.018 -0.034 0.002
```
Positions in Å, forces in eV/Å.

The calculation puts the HOMO-LUMO gap at 6.765 eV. Its charge is +1. The HOMO energy is -0.3846 hartree.

---

# 2
Entry from OMol25: a molecular structure, C33H23BrGeIrO9 (ωB97M-V/def2-TZVPD).

XYZ file:
```
68
Properties=species:S:1:pos:R:3:forces:R:3
O 2.156621 -0.304959 2.676922 -0.296 -0.120 -0.182
H -1.547532 2.093316 -2.566148 -0.021 0.001 0.004
H 1.034505 -0.757730 -3.103516 -0.171 -0.281 0.016
C -0.684338 -3.818227 0.023937 0.009 0.027 0.243
C 0.983577 2.640923 1.422561 0.254 -0.427 -0.018
C -1.247003 4.449500 -0.774390 0.066 -0.055 -0.058
C -0.521275 1.823756 -2.787083 0.016 0.109 -0.059
H 2.429719 1.107708 -1.299152 -0.017 -0.025 -0.004
O 1.164769 -3.001618 3.418747 -0.301 -0.032 -0.305
C -0.845528 -1.641149 -3.633332 -0.025 -0.064 0.059
C 4.578183 -3.568864 2.452796 -0.044 -0.081 0.062
C 2.348093 1.929571 1.626432 -0.146 0.035 0.265
C -0.860506 -0.207864 2.156272 0.074 0.100 0.020
H 1.114978 3.689444 1.161550 0.087 0.007 0.001
Ge -0.253060 1.846735 0.088145 -0.661 0.579 -0.081
C -2.627344 -1.852034 2.039843 -0.115 0.013 -0.033
C -1.570058 -1.265075 2.733361 0.200 -0.134 0.005
C 3.181558 -3.112407 2.246078 -0.093 -0.144 0.040
C -1.607889 3.282189 -0.095266 0.125 0.031 0.118
H -2.624660 0.114093 -0.725106 -0.002 -0.018 -0.021
C 2.052824 0.468132 1.691743 -0.155 0.015 -0.870
C -1.238228 0.328921 0.886959 0.118 -0.112 -0.003
C 0.328182 -2.132089 -1.609735 0.021 -0.034 -0.024
C -2.104999 5.534824 -0.853860 -0.041 0.030 0.002
H -3.155084 -2.695367 2.462441 0.025 -0.009 -0.005
H 1.498259 1.324490 -5.458366 -0.001 -0.020 0.018
Br -0.983144 -0.708064 -5.276701 -0.475 -1.254 -0.534
O 5.598121 -4.406601 4.511627 0.041 -0.049 0.029
C 1.189139 1.406897 -4.424179 0.282 0.290 0.134
C -1.755964 -3.222266 -2.097140 0.076 0.017 -0.026
C -2.862746 3.248514 0.507878 -0.027 -0.140 0.052
H -4.706082 4.276111 0.902213 0.008 -0.010 0.002
O -1.158513 -4.932414 0.057926 -0.034 0.111 -0.095
H 3.134599 0.957502 -3.636634 -0.003 -0.001 -0.001
C -3.733255 4.329704 0.429556 0.004 0.016 -0.013
H -2.694167 -2.682922 -3.952367 -0.006 0.008 -0.001
H -1.298675 -1.617675 3.720784 -0.023 0.019 0.010
O 2.842567 -4.254831 5.601273 -0.019 0.008 0.056
C 2.376302 -3.326238 3.409739 0.026 -0.019 -0.068
C -0.126763 1.712747 -4.112744 0.112 0.695 0.274
C 2.105210 1.199747 -3.402839 0.038 0.264 -0.140
C 0.386026 1.617976 -1.747055 0.259 -0.183 0.131
H -3.179152 2.363330 1.049570 0.009 0.000 0.000
O 5.483760 -3.569362 1.668056 0.026 0.034 -0.017
H 1.200782 -1.988512 -0.984103 -0.039 -0.010 -0.081
H -2.511402 -3.943568 -1.816887 -0.003 -0.009 0.012
C 3.196878 -3.931646 4.506568 0.033 -0.030 -0.103
C -2.990290 -1.339962 0.815439 -0.080 -0.041 0.046
H 0.442747 2.614801 2.372945 -0.064 0.131 -0.034
C 0.249481 -1.441038 -2.812325 -0.051 -0.100 -0.129
C -0.672009 -3.021993 -1.242882 -0.105 -0.033 -0.183
O 2.673864 -2.585143 1.210006 0.311 -0.174 -0.132
O -0.277982 -3.238220 1.136503 0.326 -0.333 -0.520
C -2.306764 -0.254572 0.244026 0.179 0.014 -0.037
H -3.820839 -1.782095 0.278512 0.021 -0.003 -0.016
H -4.028789 6.321240 -0.311365 0.003 -0.005 -0.002
H -1.802394 6.427217 -1.387532 0.004 -0.010 -0.002
H -0.850032 1.867804 -4.902813 0.136 0.217 0.179
O 1.476651 -0.025760 0.654678 0.013 -0.302 -0.507
Ir 0.912355 -1.761712 1.679289 0.214 1.032 2.357
C 1.701906 1.293642 -2.077980 0.050 0.309 0.228
C -3.354842 5.476265 -0.250271 0.013 -0.005 -0.009
H 2.838397 2.242604 2.547227 0.042 0.042 -0.026
H -0.189638 0.354350 2.797897 -0.054 0.049 0.005
C -1.854472 -2.528454 -3.289169 -0.030 0.027 0.010
C 4.628179 -4.044905 3.924318 -0.074 0.042 -0.046
H -0.281052 4.509533 -1.267817 -0.005 0.002 0.013
H 3.018234 2.111751 0.784944 -0.035 -0.007 -0.004
```
Positions in Å, forces in eV/Å.

The calculation puts the HOMO-LUMO gap (spin up / spin down) at 7.544 / 5.504 eV. Its expectation value of S² is 0.77. The HOMO energy (spin up / spin down) is -0.3271 / -0.3271 hartree. The spin multiplicity is 2.

---

# 3
Entry from OMol25: a molecular structure, C33H23Cl2N6OSY (ωB97M-V/def2-TZVPD).

XYZ file:
```
67
Properties=species:S:1:pos:R:3:forces:R:3
C -4.783538 -0.576149 5.475789 -0.010 -0.002 0.012
N 1.165788 -1.249694 1.361692 0.564 -0.466 0.673
H 2.266530 2.812058 -0.506712 0.001 0.011 0.001
C -4.333208 0.309951 -2.918253 -0.090 0.002 -0.005
C -5.892942 -0.459186 4.656569 -0.011 -0.002 0.020
H 3.361214 -0.881305 5.415399 -0.018 0.003 -0.024
C 0.583329 -4.672354 0.285053 0.088 0.103 0.211
N -0.524329 2.435374 -0.293878 -0.079 0.596 -0.107
C 0.660815 -3.275286 0.120646 0.028 -0.032 0.235
H -6.598987 -0.211979 2.640472 0.042 -0.004 0.033
H -1.275349 2.490007 1.635963 -0.009 -0.013 -0.006
C -1.564404 4.369396 0.633208 0.026 0.090 0.034
C -0.688139 4.434554 -1.579779 -0.049 0.088 -0.103
N -4.313207 -0.094518 1.335433 -0.173 -0.011 0.147
H 1.869554 -2.087353 3.853562 0.028 0.020 0.005
Y 0.035343 0.098697 -0.030741 -0.776 1.781 0.167
C -5.730857 -0.301291 3.285806 -0.089 0.001 -0.006
C 3.504586 3.106067 1.227231 0.003 0.047 -0.019
H 4.312571 1.303045 4.785778 -0.013 -0.008 -0.022
C -4.461767 -0.259983 2.744357 -0.018 0.016 -0.146
H -1.654907 6.104231 -0.645737 0.006 -0.024 0.009
C 3.849181 2.599677 2.446635 0.061 0.008 0.070
C 3.117986 -0.431761 4.462002 -0.059 -0.112 -0.009
H 3.912951 4.037554 0.861690 -0.005 -0.022 0.003
Cl -0.093471 -7.167359 -0.467481 0.000 0.036 -0.001
H -2.636469 -0.633509 5.563342 -0.029 0.004 -0.021
H 0.957307 -5.124869 1.196244 -0.010 0.015 -0.033
C 1.946836 -0.584248 2.356719 -0.057 -0.259 -0.211
C 1.268762 -2.527697 1.192409 0.050 0.005 -0.018
C 2.578813 2.401505 0.446379 -0.020 0.057 -0.079
C 2.271031 -1.122474 3.567301 -0.002 -0.042 0.256
C 0.217916 -2.685666 -1.083988 0.147 0.282 -0.111
C -1.338532 5.074645 -0.537733 -0.069 0.099 0.094
Cl -0.359804 5.239409 -3.058003 0.001 0.013 -0.009
H 0.190136 2.603742 -2.240246 -0.019 -0.015 -0.004
C -3.155612 -0.065634 0.670206 0.010 -0.010 -0.083
N 2.040950 1.252683 0.798716 0.171 -0.200 0.324
H -0.983288 0.188210 -3.197675 0.020 -0.003 0.009
H 4.545016 3.125434 3.090093 -0.024 -0.015 -0.010
N -2.019725 0.136948 -1.421780 -0.142 -0.079 -0.154
C 3.641222 0.777719 4.118148 0.030 0.075 -0.012
C -3.101628 0.306203 -3.541664 0.009 0.006 -0.060
C 0.023533 -5.458780 -0.682698 -0.074 -0.099 -0.136
S -1.716932 -0.346845 2.895298 0.094 -0.020 -0.039
H -3.010914 0.368465 -4.617054 0.000 0.003 0.020
C -0.445163 -4.872345 -1.860549 -0.036 -0.031 -0.071
H -5.168659 -0.049404 0.809888 -0.001 0.013 0.026
H -4.901741 -0.701905 6.543404 -0.005 0.005 -0.025
H -5.359954 0.188907 -1.055701 0.000 -0.011 -0.026
C -3.352265 -0.376780 3.562165 0.014 0.027 0.000
C -1.969787 0.214942 -2.749650 0.067 0.003 0.030
H -2.062299 4.834588 1.473129 0.020 -0.007 -0.023
H 1.883733 -3.099216 1.888055 0.013 -0.043 -0.020
C -3.507597 -0.536652 4.925333 -0.016 -0.010 0.083
H -0.668153 -3.062212 -2.984770 0.009 -0.032 0.006
H -0.873742 -5.503341 -2.629242 0.009 0.031 0.023
C 2.429886 0.702823 1.999734 -0.028 0.003 -0.101
C -1.130896 3.060142 0.723767 -0.005 -0.033 -0.060
C 3.309800 1.365725 2.873535 0.073 0.108 0.039
H -5.244752 0.384520 -3.495623 -0.001 0.001 0.007
C -4.391585 0.200857 -1.535138 -0.157 -0.022 -0.054
C -3.212834 0.102376 -0.823136 0.025 0.031 0.278
C -0.309461 3.116312 -1.424236 0.034 -0.142 0.040
C -0.341095 -3.512135 -2.056115 -0.035 -0.070 -0.191
N -1.981592 -0.172050 1.207647 0.058 -0.008 0.119
O 0.361650 -1.374436 -1.318748 0.412 -1.735 -0.975
H -6.888879 -0.491456 5.075953 0.014 -0.001 -0.001
```
Positions in Å, forces in eV/Å.

The calculation puts the HOMO-LUMO gap at 7.102 eV. Its charge is +2. The HOMO energy is -0.4763 hartree.

---

Values of max |F|, in order: 1.45, 2.58, 2.03, all in eV/Å.